The following is a quantum chemistry calculation of a cluster of 3 separate species, C6H16Br4IOP in total, from OMol25.

Properties
Calculated total energy in Eh: -11248.4979

Cartesian coordinates (Å):
O (-1.979, 1.210, -0.402)
C (-2.089, 0.311, -1.495)
C (-2.241, -1.139, -1.041)
P (-0.679, -2.113, -1.244)
I (1.619, -3.502, -1.558)
H (-1.056, 1.428, -0.229)
H (-1.223, 0.442, -2.162)
H (-2.962, 0.629, -2.070)
H (-3.042, -1.649, -1.587)
H (-2.517, -1.132, 0.019)
H (-0.618, -1.982, -2.626)
H (0.114, -1.275, -0.468)
H (-1.148, -3.294, -0.680)
Br (-4.017, 5.135, 3.529)
C (-3.621, 5.019, 1.633)
C (-2.870, 3.764, 1.274)
Br (-1.028, 3.810, 1.893)
H (-3.056, 5.912, 1.382)
H (-4.579, 5.034, 1.119)
H (-2.824, 3.635, 0.198)
H (-3.315, 2.879, 1.717)
Br (4.714, -0.946, -0.519)
C (4.792, -2.500, 0.637)
C (6.012, -3.346, 0.380)
Br (5.905, -4.307, -1.302)
H (3.873, -3.051, 0.452)
H (4.806, -2.125, 1.658)
H (6.110, -4.100, 1.157)
H (6.916, -2.745, 0.334)

---

The following is a quantum chemistry calculation of the ion C5H9N with charge -1 in a non-equilibrium geometry, from OMol25.

Properties
Net charge: -1
Relative energy (zero: lowest compared OMol25 entry of this formula, charge and spin) in kcal per mole: 29.57
Expectation value of S²: 0.77
Spin multiplicity: 2

Cartesian coordinates (Å):
N (-1.528, -0.202, -2.581)
C (-0.398, 0.405, -1.730)
C (1.091, -0.410, 2.941)
C (1.220, -0.147, 1.567)
C (0.221, 0.476, 0.700)
C (-0.236, -0.222, -0.420)
H (-2.176, -0.654, -1.960)
H (-1.933, 0.638, -2.980)
H (0.448, 0.212, -2.433)
H (-0.326, 1.491, -1.616)
H (1.169, -1.431, 3.297)
H (0.634, 0.370, 3.550)
H (2.003, -0.697, 1.043)
H (-0.202, 1.453, 0.934)
H (0.013, -1.284, -0.312)

---

The following is a quantum chemistry calculation of a structure of composition C12H15CoF4N2O4Se, from OMol25.

Properties
Calculated total energy in Eh: -5060.3812
Net charge: -1
Expectation value of S²: 1.00
Spin multiplicity: 2

Cartesian coordinates (Å):
Co (0.327, 0.681, -0.576)
C (-2.765, 2.268, -1.175)
C (-2.624, 1.105, -0.212)
N (-1.713, 0.023, -0.663)
C (-2.053, -0.449, -2.016)
C (-0.929, -1.247, -2.651)
C (-1.786, -1.091, 0.307)
C (-0.763, -0.929, 1.411)
N (0.497, -0.712, 0.734)
C (1.681, -1.007, 1.316)
C (2.849, -0.920, 0.530)
F (2.726, -0.523, -0.755)
C (4.097, -1.252, 0.995)
F (5.139, -1.160, 0.147)
C (4.308, -1.686, 2.293)
C (3.186, -1.757, 3.090)
F (3.308, -2.146, 4.376)
C (1.924, -1.424, 2.639)
F (0.913, -1.476, 3.539)
H (-3.083, 3.156, -0.629)
H (-3.505, 2.063, -1.951)
H (-1.826, 2.539, -1.651)
H (-3.612, 0.659, -0.020)
H (-2.230, 1.455, 0.742)
H (-2.253, 0.424, -2.632)
H (-2.980, -1.042, -1.980)
H (-0.019, -0.645, -2.735)
H (-1.211, -1.540, -3.664)
H (-0.680, -2.149, -2.092)
H (-1.575, -2.022, -0.221)
H (-2.807, -1.160, 0.707)
H (-0.780, -1.829, 2.029)
H (-1.036, -0.087, 2.062)
H (5.290, -1.936, 2.662)
O (0.393, 2.289, 0.515)
Se (0.833, 3.298, -0.790)
O (2.346, 3.849, -0.663)
O (0.725, 1.980, -1.900)
O (-0.311, 4.399, -1.114)

---

The following is a quantum chemistry calculation of a structure of composition C37H52GeN7O4PrSi in a non-equilibrium geometry, from OMol25.

Properties
Relative energy (zero: lowest compared OMol25 entry of this formula, charge and spin) in kcal per mole: 23.03
Expectation value of S²: 2.00
Spin multiplicity: 3

Cartesian coordinates (Å):
Pr (-0.233, -0.487, -0.090)
C (-0.733, 3.421, 0.152)
C (-0.147, 3.009, -1.213)
N (0.900, 2.003, -1.047)
C (2.135, 2.517, -0.449)
C (2.652, 1.576, 0.652)
N (1.579, 1.196, 1.575)
C (1.119, 2.315, 2.408)
C (-0.415, 2.403, 2.368)
N (-0.886, 2.245, 1.001)
H (-0.073, 4.137, 0.650)
H (-1.691, 3.924, -0.021)
H (-0.943, 2.552, -1.811)
H (0.218, 3.911, -1.733)
H (1.122, 1.620, -1.963)
H (2.933, 2.632, -1.192)
H (1.945, 3.505, -0.026)
H (3.020, 0.659, 0.188)
H (3.487, 2.072, 1.173)
H (1.920, 0.444, 2.172)
H (1.450, 2.221, 3.446)
H (1.538, 3.245, 2.019)
H (-0.827, 1.590, 2.968)
H (-0.730, 3.354, 2.821)
H (-1.853, 1.928, 0.991)
C (-0.430, 0.247, -3.963)
C (0.906, -0.277, -3.522)
C (1.961, -0.432, -4.406)
C (3.168, -0.916, -3.904)
C (3.275, -1.254, -2.579)
C (2.164, -1.095, -1.720)
N (1.018, -0.571, -2.225)
N (2.121, -1.387, -0.409)
Si (3.308, -2.331, 0.394)
C (5.008, -1.473, 0.682)
C (2.567, -2.710, 2.114)
C (3.729, -4.004, -0.435)
H (-0.827, -0.390, -4.749)
H (-0.356, 1.260, -4.359)
H (-1.132, 0.220, -3.125)
H (1.848, -0.183, -5.449)
H (4.013, -1.034, -4.567)
H (4.201, -1.628, -2.181)
H (4.944, -0.667, 1.407)
H (5.409, -1.050, -0.235)
H (5.743, -2.180, 1.054)
H (2.517, -1.821, 2.733)
H (3.174, -3.439, 2.639)
H (1.564, -3.119, 2.046)
H (4.182, -3.867, -1.412)
H (2.848, -4.622, -0.574)
H (4.431, -4.569, 0.169)
N (-0.346, -3.220, 0.192)
N (-1.761, -3.313, -0.049)
C (-2.237, -2.601, -1.244)
O (-3.209, -3.087, -1.783)
O (-1.543, -1.602, -1.566)
H (0.186, -3.662, -0.576)
H (-0.134, -3.764, 1.032)
H (-2.121, -4.268, -0.092)
O (-4.364, -0.133, 1.301)
C (-3.176, -0.307, 1.490)
O (-2.234, -0.052, 0.670)
C (-2.733, -0.781, 2.915)
C (-1.339, -1.389, 2.971)
Ge (-0.585, -1.513, 4.839)
C (0.432, -3.208, 5.032)
C (1.458, -3.326, 5.961)
C (2.137, -4.521, 6.118)
C (1.787, -5.623, 5.356)
C (0.749, -5.525, 4.444)
C (0.080, -4.325, 4.286)
C (-2.051, -1.509, 6.175)
C (-3.181, -2.287, 5.956)
C (-4.236, -2.266, 6.849)
C (-4.177, -1.462, 7.975)
C (-3.044, -0.706, 8.220)
C (-1.985, -0.741, 7.330)
C (0.618, 0.027, 5.259)
C (1.999, -0.091, 5.139)
C (2.841, 0.948, 5.495)
C (2.315, 2.130, 5.991)
C (0.940, 2.272, 6.097)
C (0.103, 1.234, 5.723)
H (-3.485, -1.492, 3.256)
H (-2.815, 0.100, 3.564)
H (-0.617, -0.785, 2.378)
H (-1.382, -2.387, 2.528)
H (1.718, -2.473, 6.574)
H (2.937, -4.595, 6.840)
H (2.317, -6.555, 5.478)
H (0.461, -6.386, 3.859)
H (-0.742, -4.258, 3.583)
H (-3.230, -2.919, 5.079)
H (-5.110, -2.872, 6.664)
H (-5.011, -1.426, 8.661)
H (-2.984, -0.084, 9.101)
H (-1.091, -0.169, 7.538)
H (2.421, -1.019, 4.776)
H (3.910, 0.832, 5.395)
H (2.973, 2.935, 6.284)
H (0.522, 3.193, 6.477)
H (-0.968, 1.361, 5.806)

---

The following is a quantum chemistry calculation of a structure of composition C7H10N3O2 in a non-equilibrium geometry, from OMol25.

Properties
Net charge: +1
Relative energy (zero: lowest compared OMol25 entry of this formula, charge and spin) in kcal per mole: 49.91

Cartesian coordinates (Å):
C (-1.083, -0.313, 0.313)
C (-1.429, 1.302, -1.512)
C (0.666, 1.077, -0.523)
C (-1.467, -1.061, 1.321)
C (1.565, -0.316, 0.612)
C (-3.103, -0.415, -1.305)
C (3.202, 1.546, 0.117)
N (-1.901, 0.225, -0.735)
N (1.914, 0.998, -0.042)
N (0.243, -0.068, 0.050)
O (-1.892, 1.822, -2.434)
O (-0.024, 1.868, -1.243)
H (-0.685, -1.580, 1.918)
H (-2.515, -1.419, 1.463)
H (2.057, -1.145, 0.213)
H (1.615, -0.234, 1.696)
H (-3.877, -0.567, -0.542)
H (-3.500, 0.313, -2.121)
H (-2.860, -1.364, -1.746)
H (3.891, 1.024, -0.602)
H (3.209, 2.586, -0.150)
H (3.493, 1.418, 1.205)

---

The following is a quantum chemistry calculation of a structure of composition C32H18BrF10N3O4PS2V, from OMol25.

Properties
Net charge: +1
Relative energy (zero: lowest compared OMol25 entry of this formula, charge and spin) in kcal per mole: 4.30
Expectation value of S²: 3.76
Spin multiplicity: 4

Cartesian coordinates (Å):
V (0.660, -0.263, 0.531)
F (1.023, -2.137, 4.739)
C (1.156, -0.823, 4.841)
F (0.145, -0.313, 5.513)
F (2.301, -0.522, 5.415)
S (1.144, -0.142, 3.125)
O (2.137, -0.829, 2.294)
O (-0.194, -0.412, 2.581)
N (1.454, 1.352, 3.387)
S (1.891, 2.275, 2.169)
O (1.356, 1.756, 0.899)
O (1.699, 3.646, 2.465)
C (3.735, 2.055, 2.014)
F (4.230, 3.145, 1.450)
F (4.261, 1.886, 3.215)
F (4.021, 1.004, 1.249)
C (3.926, -0.009, -2.405)
C (2.774, 0.336, -1.691)
N (2.060, -0.548, -1.018)
C (2.468, -1.847, -0.993)
C (3.622, -2.274, -1.657)
C (4.349, -1.312, -2.381)
C (4.026, -3.650, -1.584)
C (3.296, -4.543, -0.891)
C (2.097, -4.140, -0.212)
C (1.287, -5.052, 0.491)
C (0.150, -4.611, 1.116)
C (-0.168, -3.250, 1.054)
N (0.566, -2.378, 0.392)
C (1.680, -2.808, -0.249)
H (4.467, 0.754, -2.945)
H (2.429, 1.361, -1.651)
H (5.248, -1.610, -2.910)
H (4.929, -3.954, -2.100)
H (3.595, -5.582, -0.834)
H (1.575, -6.096, 0.530)
H (-0.495, -5.285, 1.662)
H (-1.037, -2.856, 1.566)
F (-6.105, -2.866, -0.950)
C (-5.092, -2.025, -0.866)
C (-5.243, -0.808, -0.240)
F (-6.412, -0.466, 0.277)
C (-4.167, 0.065, -0.165)
F (-4.424, 1.242, 0.399)
C (-2.912, -0.253, -0.669)
P (-1.413, 0.812, -0.529)
C (-1.748, 2.119, 0.688)
C (-1.370, 3.432, 0.425)
C (-1.445, 4.391, 1.426)
C (-1.892, 4.046, 2.691)
C (-2.260, 2.734, 2.961)
C (-2.179, 1.773, 1.968)
C (-1.435, 1.642, -2.143)
C (-2.499, 2.476, -2.493)
C (-2.533, 3.072, -3.741)
C (-1.511, 2.836, -4.655)
C (-0.458, 2.001, -4.318)
C (-0.424, 1.403, -3.065)
C (-2.804, -1.476, -1.347)
Br (-1.265, -1.974, -2.327)
C (-3.869, -2.349, -1.435)
F (-3.767, -3.509, -2.073)
H (-1.004, 3.716, -0.553)
H (-1.143, 5.409, 1.213)
H (-1.947, 4.797, 3.468)
H (-2.607, 2.459, 3.949)
H (-2.456, 0.752, 2.200)
H (-3.295, 2.671, -1.783)
H (-3.358, 3.721, -4.005)
H (-1.542, 3.302, -5.632)
H (0.333, 1.806, -5.032)
H (0.382, 0.727, -2.818)

---

The following is a quantum chemistry calculation of a structure of composition H10NaO5, from OMol25.

Properties
Net charge: +1
Relative energy (zero: lowest compared OMol25 entry of this formula, charge and spin) in kcal per mole: 6.23

Cartesian coordinates (Å):
Na (0.082, 0.293, -0.181)
O (-1.685, -1.226, 0.306)
H (-2.198, -1.503, -0.466)
H (-1.325, -2.042, 0.674)
O (1.152, -1.817, -0.919)
H (1.505, -2.352, -1.642)
H (0.990, -2.443, -0.203)
O (-0.932, 1.562, 1.793)
H (-1.638, 1.159, 2.315)
H (-1.038, 2.512, 1.919)
O (-0.710, 1.792, -1.806)
H (-1.312, 1.292, -2.375)
H (-0.784, 2.704, -2.115)
O (2.279, 0.174, 0.991)
H (2.889, 0.470, 0.302)
H (2.723, -0.574, 1.407)

---

The following is a quantum chemistry calculation of a structure of composition C18H13ClF9I3N in a non-equilibrium geometry, from OMol25.

Properties
Calculated total energy in Eh: -3000.3113
Net charge: +1

Cartesian coordinates (Å):
C (4.514, -1.352, 0.456)
C (3.221, -1.943, 1.070)
C (1.982, -1.655, 0.273)
C (1.466, -2.547, -0.669)
Cl (2.423, -3.936, -0.956)
C (0.236, -2.277, -1.338)
C (-0.409, -3.142, -2.300)
I (0.143, -5.048, -2.978)
C (-1.580, -2.699, -2.884)
C (-2.192, -1.473, -2.576)
C (-1.627, -0.635, -1.663)
C (-2.327, 0.685, -1.391)
F (-1.469, 1.727, -1.424)
F (-3.221, 0.901, -2.370)
C (-3.142, 0.682, -0.037)
F (-4.429, 0.433, -0.328)
F (-2.715, -0.323, 0.744)
C (-3.107, 2.021, 0.721)
F (-3.512, 2.986, -0.098)
F (-1.835, 2.252, 1.110)
C (-3.978, 2.068, 2.007)
F (-5.256, 1.975, 1.739)
F (-3.604, 1.116, 2.845)
F (-3.746, 3.244, 2.587)
C (-0.412, -1.043, -1.027)
C (0.174, -0.201, -0.087)
N (1.317, -0.478, 0.511)
C (1.860, 0.551, 1.411)
I (0.520, 0.819, 3.090)
C (2.217, 1.910, 0.703)
C (1.260, 3.078, 0.885)
I (2.646, 1.661, -1.396)
H (4.922, -0.555, 1.073)
H (4.347, -0.945, -0.534)
H (5.276, -2.120, 0.377)
H (3.356, -3.006, 1.178)
H (3.096, -1.577, 2.082)
H (-2.073, -3.309, -3.623)
H (-3.114, -1.224, -3.070)
H (-0.285, 0.747, 0.133)
H (2.747, 0.203, 1.902)
H (3.165, 2.210, 1.133)
H (0.219, 2.842, 0.691)
H (1.386, 3.531, 1.861)
H (1.538, 3.847, 0.167)

---

The following is a quantum chemistry calculation of a structure of composition C15H31NO2P2Pb in a non-equilibrium geometry, from OMol25.

Properties
Net charge: +2
Relative energy (zero: lowest compared OMol25 entry of this formula, charge and spin) in kcal per mole: 0.00

Cartesian coordinates (Å):
P (-1.826, 1.064, -1.522)
P (2.271, 0.648, -1.294)
C (-0.249, 1.776, -2.073)
C (0.918, 0.835, -2.485)
H (0.062, 2.515, -1.316)
H (-0.518, 2.348, -2.979)
H (0.569, -0.157, -2.816)
H (1.417, 1.286, -3.361)
C (2.992, 2.292, -1.090)
H (3.608, 2.330, -0.180)
H (2.202, 3.054, -1.029)
H (3.624, 2.493, -1.964)
C (3.545, -0.480, -1.848)
H (4.307, 0.069, -2.416)
H (3.111, -1.264, -2.483)
H (4.016, -0.955, -0.977)
C (-2.963, 2.399, -1.094)
H (-3.699, 2.057, -0.354)
H (-3.500, 2.733, -1.994)
H (-2.411, 3.252, -0.678)
C (-2.492, 0.200, -2.967)
H (-1.773, -0.537, -3.347)
H (-2.705, 0.919, -3.764)
H (-3.415, -0.334, -2.714)
Pb (-0.630, 0.135, 4.765)
C (1.701, -1.347, 0.551)
C (1.672, 0.094, 0.286)
C (0.497, 0.930, 0.959)
C (-0.904, 0.333, 1.088)
C (-1.737, -0.128, -0.172)
C (-1.537, -1.520, -0.560)
C (-0.269, -2.083, -0.923)
C (0.698, -2.347, 0.302)
C (-1.994, -1.450, 4.174)
H (2.641, -1.716, 0.972)
H (2.574, 0.471, 0.832)
H (0.468, 1.961, 0.554)
H (0.835, 1.077, 2.003)
H (-0.875, -0.507, 1.797)
H (-1.512, 1.115, 1.578)
H (-2.796, -0.093, 0.173)
H (-2.355, -2.203, -0.332)
H (0.248, -1.435, -1.650)
H (-0.448, -3.042, -1.447)
H (0.090, -2.553, 1.204)
H (1.244, -3.281, 0.082)
H (-1.576, -2.421, 4.457)
H (-2.183, -1.382, 3.097)
H (-2.926, -1.249, 4.721)
O (0.625, -2.663, 6.921)
N (0.265, -1.813, 6.128)
O (1.095, -1.423, 5.185)